Entry 1:
# C28H25BN8O6PRb

A structure of composition C28H25BN8O6PRb (ωB97M-V with the def2-TZVPD basis set, the Open Molecules 2025 dataset).

Cartesian coordinates (Å):
Rb: 0.3297 1.3812 0.3320
P: -0.1126 1.1073 -3.0387
O: -1.6660 2.5845 -1.3126
O: 2.7078 0.0609 -1.1128
O: 3.5319 -1.9334 -1.7120
O: 3.2808 -5.2957 1.0855
O: -2.8217 3.8995 -2.7361
O: 3.8325 -4.1929 -0.7619
N: -0.9341 -0.1874 2.7174
N: 1.5711 -1.7001 2.3110
N: 0.3934 1.3168 4.7102
N: 1.8842 -0.9328 1.2672
N: -0.9720 3.1189 2.4055
N: -1.6994 0.5221 3.5674
N: 1.3972 1.6975 3.9004
N: -1.2642 2.9907 3.7158
C: 2.6555 -3.0291 0.9550
C: 1.8443 -0.1208 -4.5603
C: 3.2933 -4.2665 0.4292
C: -0.8845 -0.4281 -2.3581
C: -1.8989 4.0887 4.1693
C: -1.5548 2.0761 -3.6177
C: -2.2103 -0.4825 -1.9296
C: 1.7140 -0.7629 -6.8753
C: -2.9980 0.2350 3.3808
C: 2.4219 -0.6988 -5.6820
C: -2.7289 -1.6496 -1.3818
C: 0.5391 0.3774 -4.6029
C: -0.0841 -1.5607 -2.1826
C: 2.1731 0.2200 5.4197
C: -1.7669 -0.9322 1.9979
C: -2.0747 2.9537 -2.4490
C: -0.1607 0.3036 -5.8052
C: 2.4722 1.0501 4.3237
C: 2.0021 -2.9614 2.1701
C: 2.5389 -1.7164 0.4240
C: 0.4229 -0.2565 -6.9346
C: -2.0227 4.9780 3.1252
C: 2.9687 -1.1260 -0.9015
C: -0.5978 -2.7211 -1.6230
C: -3.0972 -0.7056 2.3761
C: -1.9295 -2.7733 -1.2310
C: -1.4307 4.3060 2.0390
C: 0.8244 0.4271 5.6252
B: -1.0881 1.6499 4.4480
H: 3.4156 1.1916 3.8197
H: -3.9887 -1.1481 1.9655
H: 0.1444 0.0088 6.3495
H: -3.7589 0.7345 3.9589
H: 1.8347 -3.7249 2.9099
H: -2.4873 5.9494 3.1371
H: -1.1734 0.6820 -5.8653
H: 3.7085 -3.2192 -1.1850
H: -2.3693 1.4575 -4.0043
H: -1.6873 1.7051 5.5013
H: -1.3481 4.6123 1.0068
H: -2.3320 -3.6768 -0.7881
H: -3.7606 -1.6683 -1.0499
H: 0.9503 -1.2882 3.0009
H: -1.3778 -1.5942 1.2373
H: 0.0508 -3.5782 -1.4858
H: 3.4273 -1.0965 -5.6197
H: 2.8364 -0.4272 5.9691
H: 0.9591 -1.5387 -2.4744
H: 2.4077 -0.0650 -3.6324
H: 2.1664 -1.2056 -7.7553
H: -2.2267 4.1500 5.1942
H: -1.2261 2.7278 -4.4314
H: -2.8297 0.4031 -1.9835
H: -0.1368 -0.3027 -7.8622

Summary:
E_tot = -2362.088955 Eh
HOMO = -3.32 eV
2S+1 = 1
energy above the lowest of the compared OMol25 structures with the same formula, charge and spin = 0.0 kcal per mole
gap between HOMO and LUMO = 7.314 eV
charge = -2

For reference, the natural (NBO) charges in units of e are: number 1, Rb, carries 0.924; number 2, P, carries 0.855; number 3, O, carries -0.818; number 4, O, carries -0.713; number 5, O, carries -0.760; number 6, O, carries -0.667; number 7, O, carries -0.748; number 8, O, carries -0.707; number 9, N, carries -0.331; number 10, N, carries -0.328; number 11, N, carries -0.335; number 12, N, carries -0.260; number 13, N, carries -0.288; number 14, N, carries -0.319; number 15, N, carries -0.257; number 16, N, carries -0.341; number 17, C, carries -0.287; number 18, C, carries -0.245; number 19, C, carries 0.784; number 20, C, carries -0.331; number 21, C, carries -0.037; number 22, C, carries -0.859; number 23, C, carries -0.162; number 24, C, carries -0.237; number 25, C, carries -0.033; number 26, C, carries -0.204; number 27, C, carries -0.241; number 28, C, carries -0.222; number 29, C, carries -0.224; number 30, C, carries -0.388; number 31, C, carries -0.077; number 32, C, carries 0.778; number 33, C, carries -0.236; number 34, C, carries -0.076; number 35, C, carries 0.004; number 36, C, carries 0.014; number 37, C, carries -0.233; number 38, C, carries -0.386; number 39, C, carries 0.769; number 40, C, carries -0.211; number 41, C, carries -0.361; number 42, C, carries -0.242; number 43, C, carries -0.056; number 44, C, carries -0.047; number 45, B, carries 0.581; number 46, H, carries 0.198; number 47, H, carries 0.211; number 48, H, carries 0.205; number 49, H, carries 0.205; number 50, H, carries 0.221; number 51, H, carries 0.207; number 52, H, carries 0.207; number 53, H, carries 0.500; number 54, H, carries 0.220; number 55, H, carries -0.076; number 56, H, carries 0.221; number 57, H, carries 0.200; number 58, H, carries 0.201; number 59, H, carries 0.450; number 60, H, carries 0.215; number 61, H, carries 0.216; number 62, H, carries 0.208; number 63, H, carries 0.210; number 64, H, carries 0.236; number 65, H, carries 0.259; number 66, H, carries 0.194; number 67, H, carries 0.200; number 68, H, carries 0.235; number 69, H, carries 0.225; number 70, H, carries 0.194

Entry 2:
# C28H25BrMnN3O6S

A structure of composition C28H25BrMnN3O6S in a non-equilibrium geometry (ωB97M-V with the def2-TZVPD basis set, the Open Molecules 2025 dataset).

Cartesian coordinates (Å):
Br: 2.4724 6.5807 -0.9564
Mn: -0.8737 -0.0822 -0.1565
S: -1.8713 0.2209 -2.3882
O: 0.5888 -0.1470 1.4953
O: 4.8350 0.2731 3.9708
O: 0.6449 -1.3536 -0.3089
O: 0.4251 1.5641 -0.7382
O: -1.5979 1.6567 0.0443
O: 6.3176 -1.2816 3.8522
N: -0.9426 0.3368 -4.8260
N: -2.2286 -0.0765 1.8356
N: 5.3049 -0.7316 3.4813
C: 0.9239 5.7093 -0.3265
C: 4.1190 -3.3359 1.0725
C: 2.9111 -2.7886 0.6669
C: 4.9086 -2.6658 1.9964
C: -2.8917 -3.6210 1.2252
C: 3.2587 -0.8992 2.1346
C: -0.6283 0.0005 -3.5496
C: 2.4862 -1.5756 1.2021
C: -2.1592 -1.4566 2.3183
C: -0.4875 2.2730 -0.2700
C: -1.7698 0.8548 2.8724
C: -1.1977 5.7993 0.7930
C: 1.1528 -0.2517 -5.7031
C: 1.1929 -0.9884 0.8035
C: -0.3649 3.7202 -0.0550
C: 0.7843 4.3495 -0.5217
C: 1.5358 -0.6098 -4.4005
C: -1.8128 -1.9492 -0.0825
C: -1.8208 -2.7719 -1.1935
C: -2.9426 -4.4517 0.1185
C: -1.3606 4.4370 0.5990
C: -0.0557 6.4405 0.3293
C: -2.3031 -2.3614 1.1417
C: 0.6707 -0.4894 -3.3421
C: -3.6088 0.2605 1.4509
C: -2.3971 -4.0305 -1.0873
C: -0.1052 0.2242 -5.8852
C: 4.4613 -1.4597 2.5009
H: -3.3058 -3.9438 2.1737
H: -4.2718 0.1917 2.3198
H: 0.0752 7.5041 0.4755
H: -2.2526 3.9317 0.9460
H: -1.9595 6.3703 1.3067
H: 5.8580 -3.0609 2.3284
H: -0.7390 0.6435 3.1344
H: -3.9667 -0.4257 0.6850
H: 4.4500 -4.2841 0.6713
H: -2.3997 0.7658 3.7647
H: -1.8430 1.8748 2.4985
H: -1.1811 -1.5935 2.7830
H: -2.9204 -1.6573 3.0813
H: -3.6404 1.2737 1.0622
H: 2.5347 -0.9891 -4.2248
H: 2.2879 -3.2968 -0.0572
H: 1.8257 -0.3431 -6.5418
H: 1.5536 3.7745 -1.0178
H: -3.4035 -5.4275 0.1962
H: 0.9737 -0.7629 -2.3444
H: -2.4187 -4.6762 -1.9555
H: -1.3896 -2.4637 -2.1342
H: 2.9356 0.0395 2.5597
H: -0.5023 0.5335 -6.8408
H: -1.8745 0.6993 -4.9834

Summary:
E_tot = -5820.638606 Eh
HOMO (spin up / spin down) = -11.46 / -11.46 eV
2S+1 = 4
<S²> = 4.20
gap between HOMO and LUMO (spin up / spin down) = 6.491 / 8.144 eV
charge = +1

For reference, the natural (NBO) charges in units of e are: number 1, Br, carries 0.093; number 2, Mn, carries 1.411; number 3, S, carries -0.044; number 4, O, carries -0.673; number 5, O, carries -0.363; number 6, O, carries -0.699; number 7, O, carries -0.672; number 8, O, carries -0.683; number 9, O, carries -0.355; number 10, N, carries -0.466; number 11, N, carries -0.421; number 12, N, carries 0.518; number 13, C, carries -0.078; number 14, C, carries -0.208; number 15, C, carries -0.128; number 16, C, carries -0.179; number 17, C, carries -0.202; number 18, C, carries -0.156; number 19, C, carries 0.109; number 20, C, carries -0.183; number 21, C, carries -0.262; number 22, C, carries 0.747; number 23, C, carries -0.421; number 24, C, carries -0.197; number 25, C, carries -0.268; number 26, C, carries 0.784; number 27, C, carries -0.115; number 28, C, carries -0.201; number 29, C, carries -0.073; number 30, C, carries -0.086; number 31, C, carries -0.241; number 32, C, carries -0.189; number 33, C, carries -0.166; number 34, C, carries -0.196; number 35, C, carries -0.021; number 36, C, carries -0.272; number 37, C, carries -0.427; number 38, C, carries -0.196; number 39, C, carries 0.075; number 40, C, carries 0.093; number 41, H, carries 0.225; number 42, H, carries 0.198; number 43, H, carries 0.240; number 44, H, carries 0.229; number 45, H, carries 0.232; number 46, H, carries 0.261; number 47, H, carries 0.235; number 48, H, carries 0.216; number 49, H, carries 0.234; number 50, H, carries 0.197; number 51, H, carries 0.216; number 52, H, carries 0.229; number 53, H, carries 0.206; number 54, H, carries 0.228; number 55, H, carries 0.240; number 56, H, carries 0.236; number 57, H, carries 0.253; number 58, H, carries 0.249; number 59, H, carries 0.230; number 60, H, carries 0.256; number 61, H, carries 0.227; number 62, H, carries 0.225; number 63, H, carries 0.269; number 64, H, carries 0.239; number 65, H, carries 0.439